{"formula": "C4H6O2", "method": "wB97M-V/def2-TZVPD", "symbols": ["O", "C", "C", "C", "C", "O", "H", "H", "H", "H", "H", "H"], "xyz": [[-1.671, 0.855, -1.468], [-1.472, 0.105, -0.549], [-0.106, -0.454, -0.285], [1.050, 0.453, -0.658], [0.101, 0.113, 1.985], [-0.002, -0.811, 1.078], [-2.281, -0.264, 0.120], [-0.059, -1.454, -0.726], [0.819, 0.972, -1.583], [1.982, -0.109, -0.785], [1.166, 1.204, 0.135], [0.474, -0.610, 2.735]], "forces_ev_per_a": [[-0.339, -0.103, 0.231], [-0.168, 0.380, -0.556], [0.098, -0.006, -0.245], [0.034, 0.085, -0.203], [0.339, -0.828, 0.010], [0.516, -0.533, 0.513], [0.130, 0.168, -0.117], [-0.014, 0.234, -0.654], [0.006, 0.002, -0.147], [-0.217, 0.089, 0.116], [-0.027, -0.229, -0.269], [-0.358, 0.740, 1.323]], "fmax_ev_per_a": 1.6, "homo_energy_ev": -9.08, "charge": 0, "relative_energy_kcal_mol": 96.64}



{"formula": "C8H5BrN4", "method": "wB97M-V/def2-TZVPD", "symbols": ["N", "C", "C", "Br", "N", "N", "N", "C", "C", "C", "C", "C", "C", "H", "H", "H", "H", "H"], "xyz": [[-3.066, 4.464, 2.796], [-2.240, 3.825, 2.317], [-1.324, 2.943, 1.817], [-0.419, 2.065, 3.887], [-1.677, 1.782, 1.140], [-2.964, 1.570, 0.677], [-3.013, 0.526, 0.019], [-1.788, -0.092, 0.048], [-1.363, -1.316, -0.444], [-0.055, -1.584, -0.406], [0.887, -0.754, 0.173], [0.501, 0.435, 0.820], [-0.848, 0.736, 0.710], [-0.364, 3.531, 1.441], [-2.203, -1.905, -0.686], [0.408, -2.578, -0.669], [1.864, -1.112, 0.364], [1.115, 1.101, 1.294]], "forces_ev_per_a": [[0.234, 0.259, -0.191], [-2.842, 1.009, 1.037], [5.051, -1.456, -0.114], [-0.585, 0.865, -1.598], [0.826, 0.357, -0.307], [-0.298, 1.805, 0.844], [-0.476, -1.406, -0.122], [2.315, 0.707, 0.408], [-2.287, 1.339, 0.178], [2.680, -2.902, -0.176], [-0.804, 1.964, 1.709], [-1.673, -1.686, -1.836], [-1.739, 0.299, -0.450], [-1.820, -1.766, 0.782], [-0.229, -1.382, -0.947], [-1.127, 0.988, -0.116], [0.965, -0.209, -0.350], [1.809, 1.214, 1.249]], "fmax_ev_per_a": 5.3, "homo_energy_ev": -9.75, "charge": 0, "relative_energy_kcal_mol": 0.00, "smiles": "N#C[C@@H](Br)n1nnc2ccccc21"}



{"formula": "C17H17N3O3", "method": "wB97M-V/def2-TZVPD", "symbols": ["C", "C", "O", "C", "C", "C", "C", "O", "C", "C", "O", "C", "N", "N", "N", "C", "C", "C", "C", "C", "C", "C", "C", "H", "H", "H", "H", "H", "H", "H", "H", "H", "H", "H", "H", "H", "H", "H", "H", "H"], "xyz": [[0.572, 6.580, -1.285], [0.539, 5.591, -2.425], [0.721, 5.940, -3.571], [0.274, 4.173, -2.084], [0.227, 3.245, -3.130], [-0.008, 1.914, -2.886], [-0.204, 1.460, -1.578], [-0.431, 0.124, -1.455], [-0.568, -0.457, -0.176], [0.810, -0.677, 0.472], [1.530, -1.670, -0.218], [0.682, -1.110, 1.942], [-0.309, -2.125, 2.127], [-1.544, -1.814, 2.550], [-2.273, -2.848, 2.604], [-1.542, -3.926, 2.203], [-1.860, -5.279, 2.081], [-0.866, -6.117, 1.636], [0.416, -5.645, 1.313], [0.756, -4.316, 1.425], [-0.242, -3.462, 1.878], [-0.161, 2.375, -0.529], [0.072, 3.714, -0.786], [-0.383, 6.583, -0.763], [1.356, 6.314, -0.580], [0.768, 7.573, -1.681], [0.381, 3.602, -4.136], [-0.049, 1.195, -3.689], [-1.222, 0.129, 0.476], [-1.039, -1.427, -0.360], [1.374, 0.271, 0.443], [1.425, -1.520, -1.166], [0.388, -0.256, 2.556], [1.654, -1.487, 2.271], [-2.846, -5.636, 2.329], [-1.068, -7.172, 1.527], [1.155, -6.350, 0.963], [1.733, -3.946, 1.161], [-0.313, 2.061, 0.492], [0.097, 4.396, 0.049]], "forces_ev_per_a": [[0.055, 0.183, -0.267], [0.028, 0.286, 0.184], [-0.006, -0.010, 0.025], [-0.072, -0.461, -0.083], [0.005, 0.066, 0.120], [-0.034, -0.138, 0.142], [0.082, 0.252, -0.146], [0.077, 0.133, -0.332], [0.219, -0.132, 0.564], [-0.397, 0.415, 0.188], [0.129, -0.274, -0.151], [0.300, 0.456, -0.581], [-0.059, -0.857, -0.020], [0.021, 1.044, 0.204], [-0.775, -0.252, 0.169], [1.235, 0.131, -0.369], [0.020, 0.066, 0.009], [-0.226, -0.145, 0.037], [0.176, 0.129, 0.003], [0.208, -0.085, -0.064], [-0.850, -0.279, 0.231], [-0.102, -0.449, 0.152], [0.074, 0.228, -0.344], [-0.061, -0.012, 0.119], [0.029, -0.027, 0.127], [-0.001, -0.016, -0.015], [0.009, 0.020, -0.073], [-0.003, -0.083, -0.096], [-0.001, -0.016, -0.085], [0.046, 0.123, 0.130], [-0.140, -0.130, 0.081], [0.032, 0.017, 0.033], [0.063, -0.098, -0.021], [-0.100, 0.073, 0.062], [-0.115, -0.073, 0.024], [-0.035, -0.073, -0.006], [0.071, -0.040, -0.030], [0.100, -0.014, -0.060], [-0.009, -0.047, 0.066], [0.007, 0.089, 0.074]], "fmax_ev_per_a": 1.3, "homo_energy_ev": -8.99, "charge": 0, "relative_energy_kcal_mol": 52.40, "smiles": "CC(=O)c1ccc(OC[C@H](O)Cn2nnc3ccccc32)cc1"}



{"formula": "C4H9N3O", "method": "wB97M-V/def2-TZVPD", "symbols": ["N", "N", "C", "N", "O", "H", "H", "H", "H", "H", "C", "C", "C", "H", "H", "H", "H"], "xyz": [[-0.146, 1.681, 1.234], [-1.315, 1.267, 0.560], [-1.216, 0.989, -0.673], [-0.062, 0.840, -1.421], [-2.343, 0.725, -1.378], [-0.395, 1.751, 2.215], [0.599, 0.990, 1.152], [-0.220, 0.875, -2.417], [0.697, 1.429, -1.109], [-3.090, 0.834, -0.776], [2.361, -0.731, 0.852], [1.396, -1.392, 0.525], [0.292, -2.245, 0.220], [3.230, -0.129, 0.875], [0.211, -1.568, -0.748], [0.588, -3.280, 0.062], [-0.587, -2.037, 0.826]], "forces_ev_per_a": [[0.229, -0.050, -0.096], [-0.290, 0.140, -0.122], [0.038, 0.024, 0.499], [-0.256, 0.112, -0.057], [0.132, -0.206, -0.311], [0.078, -0.025, -0.214], [-0.143, -0.086, 0.088], [0.019, 0.063, 0.048], [0.020, -0.017, 0.040], [0.121, 0.025, 0.103], [-1.017, -0.655, -0.899], [2.479, 0.501, 2.586], [-0.082, 2.456, -2.470], [0.192, 0.201, 0.234], [-1.260, -2.271, 0.640], [-0.335, 0.136, -0.118], [0.075, -0.348, 0.050]], "fmax_ev_per_a": 3.6, "homo_energy_ev": -8.14, "charge": 0, "relative_energy_kcal_mol": 88.88, "smiles": "N/N=C(\\N)O.C#CC"}



{"formula": "CH3I2PS2", "method": "wB97M-V/def2-TZVPD", "symbols": ["C", "S", "P", "S", "I", "I", "H", "H", "H"], "xyz": [[0.867, -1.256, -0.724], [1.154, 0.550, -0.423], [-0.583, 1.261, 0.670], [-0.051, 0.940, 2.902], [-2.434, -0.096, -0.098], [-1.302, 3.538, 0.025], [1.701, -1.765, -1.382], [-0.133, -1.412, -1.240], [0.781, -1.760, 0.271]], "forces_ev_per_a": [[-0.680, -1.134, -0.293], [-0.396, 0.104, -0.457], [1.455, -1.239, 3.538], [-1.187, 0.738, -3.953], [-0.010, 0.149, 0.115], [0.548, -0.779, 0.098], [-1.448, 1.536, 1.413], [1.364, 0.293, 0.423], [0.353, 0.330, -0.884]], "fmax_ev_per_a": 4.2, "homo_energy_ev": -8.48, "charge": 0, "relative_energy_kcal_mol": 33.56, "smiles": "CSP(=S)(I)I"}



{"formula": "C7H9ClNS", "method": "wB97M-V/def2-TZVPD", "symbols": ["C", "C", "C", "C", "C", "C", "C", "N", "S", "Cl", "H", "H", "H", "H", "H", "H", "H", "H", "H"], "xyz": [[-0.777, 1.968, 0.806], [0.463, 1.522, 1.066], [-1.860, 1.182, 0.300], [-2.006, -0.161, 0.327], [1.040, 0.197, 0.863], [-3.344, -2.539, 0.354], [2.307, -0.027, 0.434], [3.099, 0.910, -0.034], [-3.385, -1.007, -0.327], [-3.088, 2.297, -0.327], [-0.968, 3.012, 0.933], [1.199, 2.266, 1.341], [-1.254, -0.724, 0.781], [0.563, -0.668, 1.328], [-2.824, -2.783, 1.272], [-3.910, -3.198, -0.186], [2.696, -1.061, 0.558], [3.035, 1.913, -0.409], [3.845, 0.478, -0.474]], "forces_ev_per_a": [[-0.139, -0.651, 0.243], [1.372, -1.092, -0.866], [-0.814, 1.874, -0.070], [-1.739, 0.198, -0.571], [-0.891, -0.308, 1.250], [1.022, 4.113, 0.116], [-2.224, -0.267, 1.351], [1.600, 2.521, -1.510], [1.322, -1.540, 1.023], [0.147, -1.242, 0.073], [-0.184, 0.381, 0.050], [0.013, 0.322, 0.027], [0.757, -0.949, 0.521], [-0.066, 0.231, -0.377], [0.280, -0.052, -0.284], [-1.601, -1.847, -0.897], [0.027, 1.002, -0.516], [-1.041, -2.313, 1.258], [2.163, -0.380, -0.819]], "fmax_ev_per_a": 4.2, "homo_energy_ev": [-11.47, -11.47], "charge": 1, "relative_energy_kcal_mol": 25.78}



{"formula": "H2ORb", "method": "wB97M-V/def2-TZVPD", "symbols": ["Rb", "O", "H", "H"], "xyz": [[0.376, 0.195, 2.474], [0.052, 0.063, -0.501], [0.444, -0.409, -1.236], [-0.872, 0.151, -0.738]], "forces_ev_per_a": [[0.047, -0.003, -0.194], [0.031, 0.050, 0.655], [0.234, -0.132, -0.243], [-0.311, 0.085, -0.218]], "fmax_ev_per_a": 0.7, "homo_energy_ev": -16.25, "charge": 1, "relative_energy_kcal_mol": 1.04}